The following is a quantum chemistry calculation of C34H29N3O2RuS as an isolated structure, from the OMol25 dataset.

energy relative to the best compared isomer or geometry (same formula, charge and spin) = 4.35 kJ/mol
net charge = +1
lowest unoccupied orbital energy (alpha / beta) = -3.9 / -4.3 eV
molar mass = 644.762 g mol⁻¹
HOMO-LUMO gap (alpha / beta) = 6.811 / 6.382 eV
multiplicity = 2

Each line ends with the Mulliken charge.
Positions of all 70 atoms, in Å:
Ru: 1.5528 -0.7907 -0.5428  -0.39
C: 0.4900 -3.4127 -2.0662  -1.19
O: 0.5437 -2.6305 -0.8608  0.22
C: -0.0168 -3.1607 0.3017  0.83
C: -0.6126 -4.4054 0.3508  -0.75
C: -1.1308 -4.8520 1.5607  -0.76
C: -1.0485 -4.0627 2.6969  -0.88
C: -0.4491 -2.8140 2.6358  -0.46
C: 0.0672 -2.3551 1.4361  0.12
N: 0.7123 -1.0866 1.2630  0.91
N: 0.8108 -0.3714 2.3289  -0.76
C: 1.3623 0.8369 2.3255  0.12
C: 1.9866 1.4841 1.2030  0.76
O: 2.2177 0.9411 0.0583  -0.43
C: 2.3959 2.8525 1.3347  -0.92
C: 2.2437 3.5139 2.4990  -0.81
C: 1.6994 2.8902 3.6744  0.83
C: 1.6220 3.5919 4.8867  -0.90
C: 1.1455 2.9749 6.0177  -0.56
C: 0.7395 1.6382 5.9529  -0.77
C: 0.8005 0.9390 4.7679  -0.35
C: 1.2787 1.5554 3.6051  0.59
H: -0.5474 -3.6328 -2.3117  0.38
H: 1.0645 -4.3283 -1.9358  0.38
H: 0.9383 -2.8020 -2.8417  0.38
H: -0.6776 -5.0318 -0.5261  0.48
H: -1.5978 -5.8261 1.6054  0.43
H: -1.4476 -4.4195 3.6359  0.42
H: -0.3763 -2.1832 3.5093  0.43
H: 2.8295 3.3174 0.4604  0.48
H: 2.5476 4.5519 2.5680  0.40
H: 1.9464 4.6248 4.9161  0.40
H: 1.0912 3.5146 6.9531  0.41
H: 0.3798 1.1442 6.8458  0.42
H: 0.4865 -0.0934 4.7283  0.42
C: -4.0428 3.0789 -0.7872  -1.62
C: -3.7753 1.5694 -0.8711  2.04
C: -3.4197 1.0621 0.5269  -2.10
C: -5.0443 0.8466 -1.3433  -1.62
C: -2.6510 1.3179 -1.8728  -0.03
C: -2.8125 1.7241 -3.2156  -0.54
C: -1.8392 1.5379 -4.1716  -1.49
C: -0.6500 0.9216 -3.7852  0.86
S: 0.7619 0.5316 -4.7294  -0.35
C: 1.4998 -0.1317 -3.3342  0.79
N: 0.7601 -0.0784 -2.2465  0.53
C: -0.4749 0.5156 -2.4686  -1.14
C: -1.4677 0.7076 -1.5085  0.29
C: 2.7947 -0.7609 -3.1978  0.47
C: 3.7299 -0.9730 -4.2050  -0.80
C: 4.9167 -1.6091 -3.8826  -0.70
C: 5.1617 -2.0145 -2.5729  -0.73
C: 4.2277 -1.7868 -1.5675  -0.22
C: 3.0246 -1.1629 -1.8701  0.51
H: -4.8408 3.2757 -0.0695  0.45
H: -4.3496 3.4916 -1.7487  0.35
H: -3.1495 3.6141 -0.4595  0.38
H: -4.2490 1.2657 1.2048  0.45
H: -2.5361 1.5640 0.9279  0.42
H: -3.2444 -0.0163 0.5347  0.40
H: -5.8545 1.0162 -0.6324  0.45
H: -4.8747 -0.2294 -1.4161  0.38
H: -5.3775 1.2028 -2.3185  0.34
H: -3.7364 2.2014 -3.5138  0.47
H: -1.9947 1.8614 -5.1918  0.40
H: -1.2842 0.3759 -0.4951  0.70
H: 3.5393 -0.6502 -5.2219  0.47
H: 5.6583 -1.7865 -4.6493  0.43
H: 6.0982 -2.5014 -2.3333  0.44
H: 4.4481 -2.0929 -0.5504  0.46



The following is a quantum chemistry calculation of C34H29NO4S3Sb3Tc as an isolated structure, from the OMol25 dataset.

energy relative to the best compared isomer or geometry (same formula, charge and spin) = 50.34 kJ/mol
net charge = 0
lowest unoccupied orbital energy (alpha / beta) = -1.2 / -1.4 eV
molar mass = 1075.090 g mol⁻¹
HOMO-LUMO gap (alpha / beta) = 6.921 / 6.669 eV
multiplicity = 3

Each line ends with the Mulliken charge.
Positions of all 75 atoms, in Å:
Tc: -0.6675 -1.6673 2.3137  0.39
O: -3.6866 1.0197 1.8257  -0.69
C: -2.7677 0.3109 2.2016  0.20
O: -2.4120 -0.8000 1.6489  -0.16
C: -1.8675 0.7356 3.3402  0.26
C: -2.0517 1.8187 4.1835  -0.96
C: -1.0698 2.0992 5.1259  -0.52
C: 0.0513 1.2813 5.2177  -0.65
C: 0.1542 0.2030 4.3564  0.11
N: -0.7818 -0.0410 3.4336  0.94
C: 1.2604 -0.8449 4.3194  0.33
O: 2.2430 -0.7541 5.0206  -0.71
O: 1.0109 -1.7772 3.4553  -0.68
H: -2.9401 2.4199 4.0750  0.63
H: -1.1834 2.9401 5.7920  0.46
H: 0.8394 1.4535 5.9336  0.58
C: -0.8811 1.8808 0.6512  0.63
C: 0.4989 2.2419 0.1365  -0.08
C: 1.5781 1.4338 0.8601  -1.57
Sb: 1.2201 -0.7030 0.5479  1.73
C: 1.7341 -0.4581 -1.5436  0.38
C: 3.0586 -0.7080 -1.8680  -0.55
C: 3.5680 -0.3315 -3.0965  -0.84
C: 2.7555 0.3055 -4.0181  -0.73
C: 1.4255 0.5286 -3.7134  -0.56
C: 0.9142 0.1463 -2.4833  0.35
C: 3.0013 -1.7807 1.0861  0.41
C: 4.2139 -1.2238 1.4591  -0.19
C: 5.3125 -2.0433 1.6655  -0.58
C: 5.1984 -3.4153 1.5181  -0.52
C: 3.9754 -3.9762 1.1886  -0.74
C: 2.8810 -3.1603 0.9697  -0.41
Sb: -2.7336 2.1965 -0.5092  0.70
C: -3.2280 0.1510 -1.0811  0.21
C: -4.5742 -0.1007 -1.3076  -1.08
C: -5.0139 -1.3688 -1.6450  -0.65
C: -4.1075 -2.4096 -1.7694  -0.80
C: -2.7610 -2.1632 -1.5616  -0.86
C: -2.3306 -0.8940 -1.2045  1.09
C: -1.7862 2.6380 -2.4330  0.07
C: -0.9123 3.7094 -2.5501  -0.45
C: -0.3677 4.0425 -3.7776  -0.53
C: -0.7094 3.3195 -4.9077  -0.47
C: -1.6028 2.2666 -4.8051  -0.67
C: -2.1420 1.9327 -3.5744  -0.23
H: -1.0560 2.3639 1.6111  0.70
H: -0.9272 0.8093 0.8136  -1.45
H: 0.6857 3.3071 0.2950  0.48
H: 0.5759 2.0488 -0.9362  -0.23
H: 1.5724 1.6297 1.9348  0.60
H: 2.5647 1.6767 0.4626  0.65
H: 3.7025 -1.1949 -1.1505  0.30
H: 4.6056 -0.5240 -3.3229  0.44
H: 3.1590 0.6273 -4.9665  0.39
H: 0.7779 1.0179 -4.4256  0.36
H: -0.1308 0.3394 -2.2875  0.26
H: 4.3072 -0.1533 1.5850  0.38
H: 6.2653 -1.6077 1.9290  0.43
H: 6.0607 -4.0491 1.6649  0.37
H: 3.8739 -5.0459 1.0925  0.43
H: 1.9229 -3.5970 0.7044  0.14
H: -5.2899 0.7062 -1.2116  0.45
H: -6.0677 -1.5442 -1.8091  0.40
H: -4.4500 -3.4017 -2.0347  0.42
H: -2.0393 -2.9579 -1.6922  0.63
H: -1.2746 -0.7497 -1.0020  -0.27
H: -0.6579 4.2926 -1.6744  0.44
H: 0.3200 4.8719 -3.8536  0.40
H: -0.2859 3.5806 -5.8667  0.40
H: -1.8817 1.7051 -5.6859  0.35
H: -2.8479 1.1147 -3.5042  0.44
S: -1.2420 -5.4023 1.8987  -0.29
Sb: -3.2403 -3.9764 2.1177  0.36
S: -2.2930 -2.7638 3.9264  -0.41
S: -1.0263 -3.5771 0.9115  -0.13



The following is a quantum chemistry calculation of C34H30AsN3O6Pt as an isolated structure, from the OMol25 dataset.

energy relative to the best compared isomer or geometry (same formula, charge and spin) = 97.92 kJ/mol
net charge = +2
lowest unoccupied orbital energy = -6.8 eV
molar mass = 846.629 g mol⁻¹
HOMO-LUMO gap = 7.101 eV

Each line ends with the Mulliken charge.
Positions of all 75 atoms, in Å:
Pt: -0.6865 0.2146 0.5460  1.08
C: 0.1870 2.8985 -0.6499  -0.78
N: -0.9765 2.0089 -0.6752  0.18
C: -1.1955 1.4263 -2.0255  -0.94
C: -2.1970 2.6830 -0.1671  -0.96
C: -3.1732 1.6753 0.3182  0.80
C: -4.5344 1.9274 0.4508  -0.89
C: -5.3766 0.9518 0.9591  -0.77
C: -4.8578 -0.2820 1.3368  -1.06
C: -3.4976 -0.5339 1.2107  0.46
C: -2.6564 0.4480 0.6992  0.41
H: 0.0334 3.7345 -1.3385  0.46
H: 1.0684 2.3517 -0.9614  0.00
H: 0.3342 3.2852 0.3564  0.32
H: -1.2704 2.2267 -2.7687  0.39
H: -2.1191 0.8525 -2.0263  0.38
H: -0.3595 0.7874 -2.2911  0.22
H: -2.6181 3.3242 -0.9487  0.49
H: -1.9007 3.3349 0.6584  0.40
H: -4.9333 2.8895 0.1542  0.51
H: -6.4345 1.1498 1.0556  0.41
H: -5.5107 -1.0520 1.7250  0.51
H: -3.1137 -1.5034 1.5082  0.18
C: 3.1038 -4.8347 4.5148  -0.52
C: 2.3101 -5.3573 3.5046  -0.84
C: 1.6616 -4.5048 2.6240  -0.38
C: 1.7886 -3.1272 2.8017  0.28
C: 2.6146 -2.5966 3.7930  -0.43
C: 3.2654 -3.4616 4.6545  -0.84
As: 0.9077 -1.9675 1.5989  1.97
C: -0.6504 -2.8627 0.9646  0.64
C: -1.0265 -2.7487 -0.3750  -0.39
C: -2.1526 -3.4283 -0.8155  -0.74
C: -2.8810 -4.2036 0.0748  -0.68
C: -2.5019 -4.2990 1.4089  -0.77
C: -1.3690 -3.6450 1.8678  -0.68
C: 0.3428 -0.3936 2.5384  -0.02
C: 1.3151 0.5994 2.8323  -0.22
C: 1.0057 1.6080 3.7083  -0.99
C: -0.2704 1.6689 4.2943  -0.73
C: -1.2171 0.7079 4.0199  -0.82
C: -0.9172 -0.3417 3.1445  0.00
H: 3.6079 -5.5035 5.1990  0.43
H: 2.2026 -6.4272 3.3939  0.44
H: 1.0632 -4.9113 1.8193  0.53
H: 2.7375 -1.5263 3.9036  0.36
H: 3.8986 -3.0666 5.4365  0.45
H: -0.4285 -2.1798 -1.0779  0.56
H: -2.4484 -3.3644 -1.8533  0.50
H: -3.7497 -4.7463 -0.2713  0.46
H: -3.0766 -4.9030 2.0977  0.46
H: -1.0651 -3.7379 2.9028  0.48
H: 2.3111 0.5350 2.4065  0.52
H: 1.7527 2.3490 3.9590  0.50
H: -0.5023 2.4674 4.9855  0.48
H: -2.1880 0.7408 4.4935  0.54
H: -1.6333 -1.1388 2.9994  0.24
O: 2.2959 -1.4134 0.6110  -0.37
C: 2.2895 -0.4544 -0.3218  0.43
O: 1.2509 0.0850 -0.6816  -0.57
C: 3.6046 -0.1735 -0.9110  0.52
C: 4.6499 -1.0875 -0.7772  -0.43
C: 5.8672 -0.7770 -1.3441  -0.33
C: 6.1038 0.4165 -2.0016  -0.66
C: 5.0474 1.3037 -2.0940  -0.15
C: 3.7994 1.0314 -1.5799  -0.65
N: 5.2541 2.6062 -2.7713  1.07
O: 4.2990 3.3495 -2.8140  -0.62
O: 6.3505 2.8203 -3.2162  -0.58
N: 6.9617 -1.7721 -1.2481  1.08
O: 8.0364 -1.4402 -1.6752  -0.58
O: 6.6790 -2.8365 -0.7489  -0.60
H: 4.5274 -2.0246 -0.2535  0.77
H: 7.0708 0.6411 -2.4320  0.64
H: 3.0101 1.7560 -1.7099  0.49